No. 1
ORCA calculation (ωB97M-V with the def2-TZVPD basis set) on C14H24F3N5O19 as an isolated structure at a distorted geometry.

Atoms and positions in Å:
C: -3.049 0.632 -2.841
N: -1.988 1.647 -2.998
O: -1.214 1.840 -2.043
O: -1.942 2.308 -4.033
H: -3.877 0.934 -3.482
H: -3.349 0.586 -1.794
H: -2.683 -0.370 -3.064
C: -0.791 -1.591 2.193
N: -2.064 -1.162 2.849
O: -2.288 -0.003 3.132
O: -2.841 -2.059 3.107
H: -1.069 -1.878 1.179
H: -0.300 -2.418 2.705
H: -0.038 -0.803 2.164
C: 1.676 3.712 -0.719
N: 1.334 3.616 0.735
O: 1.199 2.453 1.190
O: 1.308 4.714 1.342
H: 1.448 2.736 -1.148
H: 2.747 3.911 -0.754
H: 1.122 4.566 -1.110
C: 1.919 2.224 -3.847
N: 1.435 1.779 -2.521
O: 2.112 0.987 -1.844
O: 0.416 2.267 -2.174
H: 1.990 3.309 -3.779
H: 1.316 1.833 -4.667
H: 2.910 1.818 -4.050
C: 1.463 -3.324 1.014
N: 1.533 -3.122 2.463
O: 2.452 -2.354 2.795
O: 0.688 -3.559 3.217
H: 1.660 -4.394 0.950
H: 2.302 -2.847 0.506
H: 0.566 -3.011 0.479
C: -0.514 2.500 2.918
C: -0.148 1.074 3.395
O: 0.291 1.158 4.723
C: -0.133 2.341 5.160
O: -0.180 2.594 6.368
O: -0.407 3.189 4.178
F: 0.878 0.606 2.760
H: -1.472 2.554 2.401
H: 0.210 2.796 2.158
H: -0.888 0.284 3.525
C: 0.035 -3.970 -1.550
C: -1.078 -4.185 -2.576
O: -1.875 -3.067 -2.356
C: -1.148 -2.134 -1.890
O: -1.507 -0.977 -1.671
O: 0.078 -2.505 -1.594
F: -1.862 -5.353 -2.341
H: 0.970 -4.303 -1.999
H: -0.196 -4.331 -0.548
H: -0.650 -4.297 -3.573
C: -0.428 0.203 -0.788
C: 0.247 0.818 0.356
O: 1.486 0.258 0.382
C: 1.455 -0.781 -0.498
O: 2.311 -1.688 -0.518
O: 0.303 -0.964 -0.989
F: -0.346 0.475 1.508
H: -0.208 0.769 -1.694
H: -1.504 0.053 -0.700
H: 0.181 1.904 0.303

Relative energy (zero: lowest compared OMol25 entry of this formula, charge and spin) = 579.86 kcal per mole
E_LUMO = -1.665 eV
Total energy = -2549.42528 Eh

No. 2
ORCA calculation (ωB97M-V with the def2-TZVPD basis set) on C14H24F3O8Re as an isolated structure at a distorted geometry.

Atoms and positions in Å:
Re: -0.670 -0.304 -0.152
C: 0.100 2.630 -0.786
C: -0.489 2.683 0.650
O: -1.354 1.574 0.882
C: -2.736 1.793 0.527
C: -3.483 0.514 0.861
O: -2.856 -0.556 0.135
C: -3.175 -1.870 0.593
C: -2.211 -2.311 1.704
O: -0.903 -1.831 1.355
C: 0.236 -2.477 1.939
C: 1.248 -1.369 2.240
O: 1.542 -0.645 1.050
C: 2.727 -1.025 0.348
C: 2.478 -0.989 -1.169
O: 1.506 0.013 -1.402
C: 1.354 0.475 -2.734
C: 0.033 1.284 -2.784
O: -0.466 1.499 -1.467
H: 1.190 2.531 -0.733
H: -0.148 3.536 -1.351
H: -1.034 3.619 0.816
H: 0.307 2.614 1.400
H: -2.825 2.023 -0.544
H: -3.140 2.629 1.111
H: -4.528 0.592 0.536
H: -3.448 0.320 1.940
H: -3.087 -2.524 -0.280
H: -4.211 -1.910 0.946
H: -2.220 -3.405 1.774
H: -2.492 -1.888 2.678
H: 0.635 -3.201 1.212
H: -0.036 -2.994 2.862
H: 2.158 -1.781 2.689
H: 0.811 -0.643 2.932
H: 3.070 -2.021 0.640
H: 3.502 -0.292 0.615
H: 2.112 -1.960 -1.535
H: 3.416 -0.756 -1.687
H: 1.318 -0.353 -3.452
H: 2.220 1.103 -2.985
H: -0.755 0.723 -3.298
H: 0.167 2.239 -3.298
F: -0.874 -2.985 -4.363
C: -1.531 -3.191 -3.235
F: -1.046 -4.267 -2.632
F: -2.818 -3.356 -3.463
C: -1.323 -1.936 -2.307
O: -1.916 -0.896 -2.514
O: -0.516 -2.070 -1.335

Spin multiplicity = 2
E_LUMO (alpha / beta) = -13.845 / -13.305 eV
Total charge = +3
Total energy = -1526.44171 Eh

No. 3
ORCA calculation (ωB97M-V with the def2-TZVPD basis set) on C14H24F6LiO12P as an isolated structure at a distorted geometry.

Atoms and positions in Å:
Li: 20.088 2.002 0.657
P: 22.335 -1.702 -0.833
F: 20.777 -1.225 -0.766
F: 22.273 -2.715 0.524
F: 22.150 -2.942 -1.848
F: 23.940 -1.877 -0.993
F: 22.338 -0.833 -2.201
F: 22.723 -0.299 0.082
C: 12.058 3.371 -1.242
C: 12.596 4.723 -1.755
O: 13.974 4.440 -1.835
C: 14.339 3.385 -1.047
O: 15.474 3.043 -0.706
O: 13.162 2.823 -0.612
H: 11.685 2.747 -2.055
H: 11.275 3.416 -0.485
H: 12.333 5.474 -1.010
H: 12.281 5.096 -2.730
C: 13.983 -1.215 4.770
C: 14.747 -1.321 6.071
O: 15.907 -0.664 5.770
C: 16.036 -0.486 4.513
O: 17.131 -0.174 3.997
O: 14.933 -0.668 3.909
H: 13.106 -0.568 4.745
H: 13.714 -2.229 4.471
H: 14.927 -2.357 6.359
H: 14.219 -0.771 6.850
C: 20.229 4.464 6.409
C: 21.580 3.767 6.215
O: 22.525 4.595 5.472
C: 22.382 4.946 4.219
O: 21.501 4.493 3.416
O: 23.307 5.903 3.878
C: 23.258 6.571 2.658
H: 19.799 5.016 5.573
H: 20.213 5.157 7.250
H: 19.479 3.723 6.685
H: 21.345 2.781 5.814
H: 21.979 3.559 7.208
H: 23.278 5.789 1.900
H: 24.130 7.177 2.413
H: 22.325 7.088 2.433
C: 24.873 2.766 -4.968
C: 24.659 3.666 -3.791
O: 23.813 4.803 -4.225
C: 22.502 4.916 -3.859
O: 21.848 4.300 -3.054
O: 22.054 5.925 -4.649
C: 20.707 5.983 -5.118
H: 25.564 3.340 -5.585
H: 23.993 2.312 -5.423
H: 25.476 1.922 -4.635
H: 25.519 4.220 -3.416
H: 24.298 3.109 -2.926
H: 20.531 7.001 -5.468
H: 20.075 5.880 -4.236
H: 20.532 5.245 -5.900

E_LUMO = -1.611 eV
Total energy = -2398.95379 Eh

No. 4
ORCA calculation (ωB97M-V with the def2-TZVPD basis set) on one molecule with the formula C14H24N4O3S2 at a distorted geometry.

Atoms and positions in Å:
C: -4.288 -2.115 -1.169
C: -4.521 -0.610 -1.143
C: -3.646 0.108 -0.102
C: -4.093 -0.197 1.338
C: -3.199 0.476 2.372
C: -3.782 1.590 -0.320
O: -4.829 2.173 -0.443
N: -2.617 2.363 -0.379
C: -1.305 2.044 -0.280
N: -0.787 0.869 -0.119
N: 0.537 0.876 -0.057
C: 1.069 2.037 -0.171
S: 2.831 2.419 -0.091
O: 3.124 3.126 -1.299
O: 3.010 3.083 1.162
N: 3.630 0.996 -0.070
C: 3.473 0.255 1.169
C: 4.308 -1.021 1.231
C: 3.612 -2.222 0.592
C: 3.578 -2.189 -0.933
C: 2.916 -0.939 -1.510
C: 3.777 0.313 -1.337
S: -0.073 3.326 -0.371
H: -4.603 -2.581 -0.240
H: -4.857 -2.564 -1.980
H: -3.234 -2.334 -1.326
H: -4.289 -0.201 -2.129
H: -5.570 -0.395 -0.937
H: -2.606 -0.192 -0.225
H: -5.124 0.139 1.466
H: -4.063 -1.276 1.491
H: -3.287 1.559 2.318
H: -2.159 0.206 2.208
H: -3.483 0.164 3.375
H: -2.813 3.349 -0.515
H: 3.776 0.949 1.956
H: 2.417 0.002 1.327
H: 5.280 -0.850 0.768
H: 4.480 -1.246 2.285
H: 4.128 -3.133 0.904
H: 2.589 -2.277 0.973
H: 4.598 -2.258 -1.319
H: 3.035 -3.069 -1.283
H: 2.762 -1.093 -2.580
H: 1.940 -0.779 -1.050
H: 4.833 0.053 -1.469
H: 3.526 1.061 -2.091

SMILES = CCC(CC)C(=O)Nc1nnc(S(=O)(=O)N2CCCCCC2)s1
Relative energy (zero: lowest compared OMol25 entry of this formula, charge and spin) = 0.00 kcal per mole
E_LUMO = 0.168 eV
Total energy = -1788.96566 Eh

Copy entry 3 word for word.
ORCA calculation (ωB97M-V with the def2-TZVPD basis set) on C14H24F6LiO12P as an isolated structure at a distorted geometry.

Atoms and positions in Å:
Li: 20.088 2.002 0.657
P: 22.335 -1.702 -0.833
F: 20.777 -1.225 -0.766
F: 22.273 -2.715 0.524
F: 22.150 -2.942 -1.848
F: 23.940 -1.877 -0.993
F: 22.338 -0.833 -2.201
F: 22.723 -0.299 0.082
C: 12.058 3.371 -1.242
C: 12.596 4.723 -1.755
O: 13.974 4.440 -1.835
C: 14.339 3.385 -1.047
O: 15.474 3.043 -0.706
O: 13.162 2.823 -0.612
H: 11.685 2.747 -2.055
H: 11.275 3.416 -0.485
H: 12.333 5.474 -1.010
H: 12.281 5.096 -2.730
C: 13.983 -1.215 4.770
C: 14.747 -1.321 6.071
O: 15.907 -0.664 5.770
C: 16.036 -0.486 4.513
O: 17.131 -0.174 3.997
O: 14.933 -0.668 3.909
H: 13.106 -0.568 4.745
H: 13.714 -2.229 4.471
H: 14.927 -2.357 6.359
H: 14.219 -0.771 6.850
C: 20.229 4.464 6.409
C: 21.580 3.767 6.215
O: 22.525 4.595 5.472
C: 22.382 4.946 4.219
O: 21.501 4.493 3.416
O: 23.307 5.903 3.878
C: 23.258 6.571 2.658
H: 19.799 5.016 5.573
H: 20.213 5.157 7.250
H: 19.479 3.723 6.685
H: 21.345 2.781 5.814
H: 21.979 3.559 7.208
H: 23.278 5.789 1.900
H: 24.130 7.177 2.413
H: 22.325 7.088 2.433
C: 24.873 2.766 -4.968
C: 24.659 3.666 -3.791
O: 23.813 4.803 -4.225
C: 22.502 4.916 -3.859
O: 21.848 4.300 -3.054
O: 22.054 5.925 -4.649
C: 20.707 5.983 -5.118
H: 25.564 3.340 -5.585
H: 23.993 2.312 -5.423
H: 25.476 1.922 -4.635
H: 25.519 4.220 -3.416
H: 24.298 3.109 -2.926
H: 20.531 7.001 -5.468
H: 20.075 5.880 -4.236
H: 20.532 5.245 -5.900

E_LUMO = -1.611 eV
Total energy = -2398.95379 Eh